Record 1
17
Properties=species:S:1:pos:R:3:mulliken_charge:R:1 method="wB97M-V/def2-TZVPD" homo_ev=-9.2649 lumo_ev=-1.643 smiles="[H]/N=C1/N=NC=C1N.OC(F)(F)F" charge=0
H 0.26 -1.11 1.71 0.161
N -0.09 -0.23 1.38 -0.572
C 0.59 0.39 0.54 0.604
N 0.00 1.63 0.02 -0.210
N 0.66 2.06 -0.96 -0.326
C 1.75 1.20 -1.22 -0.654
C 1.78 0.18 -0.31 0.687
N 2.61 -0.87 -0.29 -0.462
H 2.44 1.57 -2.03 0.349
H 2.86 -1.32 0.56 0.225
H 3.24 -0.66 -1.06 0.245
O -2.72 0.03 1.26 -0.479
C -2.89 -0.50 0.11 0.842
F -1.99 -0.07 -0.90 -0.263
F -4.10 -0.49 -0.36 -0.241
F -2.65 -1.85 0.15 -0.310
H -1.74 0.04 1.39 0.405

---

Record 2
17
Properties=species:S:1:pos:R:3:mulliken_charge:R:1 method="wB97M-V/def2-TZVPD" homo_ev=-10.9698 lumo_ev=0.594 smiles="CCP(=O)(C(F)(F)F)C(F)(F)F" charge=0
C 0.28 0.53 1.54 -0.890
C 0.38 0.43 -0.02 -0.748
P 2.01 -0.16 -0.59 0.628
O 2.06 -0.31 -2.05 -0.721
C 3.19 1.28 -0.21 0.665
F 3.39 1.77 0.95 -0.216
F 4.44 1.03 -0.71 -0.239
F 2.63 2.20 -1.02 -0.246
C 2.63 -1.76 0.28 0.774
F 1.72 -2.46 0.99 -0.250
F 3.02 -2.60 -0.71 -0.217
F 3.67 -1.59 1.11 -0.248
H 0.35 -0.56 1.85 0.302
H 1.10 1.18 1.98 0.245
H -0.62 1.11 1.69 0.343
H 0.35 1.38 -0.57 0.392
H -0.31 -0.20 -0.48 0.426

---

Record 3
17
Properties=species:S:1:pos:R:3:mulliken_charge:R:1 method="wB97M-V/def2-TZVPD" homo_ev=-13.2685 lumo_ev=-8.471 charge=+1
C 2.07 -0.34 0.84 -1.107
C 1.94 -0.11 -0.63 -0.480
C -2.23 -0.95 -0.19 0.748
C -2.61 0.49 0.20 0.751
F -1.00 -0.83 -0.77 -0.134
F -2.10 -1.66 0.92 -0.189
F -3.03 -1.58 -0.97 -0.151
F -3.03 1.25 -0.72 -0.012
F -2.84 0.81 1.43 -0.017
F 1.51 2.56 -0.50 -0.281
F -0.40 1.31 0.06 -0.266
P 0.71 1.29 -1.14 0.386
H 2.59 0.49 1.45 0.302
H 1.24 -0.65 1.26 0.346
H 2.80 -1.28 1.04 0.309
H 1.50 -0.90 -1.09 0.376
H 2.88 0.11 -1.19 0.418

---

Record 4
12
Properties=species:S:1:pos:R:3:mulliken_charge:R:1 method="wB97M-V/def2-TZVPD" homo_ev="-9.8514 / -9.8507" lumo_ev="0.003 / 0.003" charge=0
C -2.19 -1.24 0.52 -0.326
C -0.82 -0.63 0.19 0.457
C -1.72 0.18 -0.73 0.277
C 1.41 0.42 0.68 -0.692
N -2.87 -0.50 -0.25 -0.493
N 0.37 -0.60 0.87 -0.505
F -1.83 1.46 -0.31 -0.280
H -2.41 -1.85 1.32 0.407
H -1.49 0.20 -1.77 0.318
H 1.91 0.59 1.65 0.278
H 1.19 1.40 0.11 0.250
H 2.19 -0.13 0.14 0.309

---

Record 5
12
Properties=species:S:1:pos:R:3:mulliken_charge:R:1 method="wB97M-V/def2-TZVPD" homo_ev=-8.9163 lumo_ev=-0.787 charge=0
C 2.19 0.48 -0.19 -0.361
C 1.89 -0.85 -0.36 -0.174
C 0.08 0.40 -0.10 -0.014
C -2.81 0.89 -0.29 -0.094
N 1.09 1.24 0.02 -0.505
N 0.49 -0.91 -0.38 -0.033
F -3.32 -0.35 -0.13 -0.125
H 3.11 0.89 -0.19 0.486
H 2.58 -1.77 -0.47 0.301
H -0.85 0.63 -0.14 0.242
H -2.87 1.28 0.87 0.096
H -0.03 -1.58 -0.79 0.181

---

Record 6
12
Properties=species:S:1:pos:R:3:mulliken_charge:R:1 method="wB97M-V/def2-TZVPD" homo_ev="-7.8850 / -6.8504" lumo_ev="-0.252 / -1.260" charge=0
C -0.87 -0.74 -2.39 0.339
C -0.98 -0.04 0.79 -0.506
C 0.73 0.23 -0.89 -0.517
C -0.48 0.32 -1.64 0.036
N -1.31 -1.74 -2.76 -0.479
N 0.26 -0.29 0.43 -0.146
F -0.78 1.63 -2.16 -0.344
H -1.48 0.70 0.18 0.411
H -1.44 -0.78 1.44 0.302
H 1.45 -0.51 -1.19 0.338
H 1.20 1.13 -0.69 0.308
H 1.04 -0.64 1.03 0.258

---

Record 7
18
Properties=species:S:1:pos:R:3:mulliken_charge:R:1 method="wB97M-V/def2-TZVPD" homo_ev=-5.4053 lumo_ev=3.515 charge=-1
O 2.32 -1.05 3.40 -0.560
S 2.04 -0.02 2.44 1.065
O 2.15 -0.38 1.05 -0.655
O 2.39 1.33 2.78 -0.563
S -0.14 0.21 2.66 1.016
O -0.55 0.04 4.03 -0.606
O -0.58 1.37 1.96 -0.555
F -0.76 -1.04 1.89 -0.223
N 0.10 -0.21 -1.22 0.180
C 0.35 0.15 -2.51 -0.422
C -0.85 0.25 -3.17 -0.527
C -1.86 -0.07 -2.23 -0.568
C -1.24 -0.36 -1.04 -0.347
H 0.81 -0.35 -0.51 0.255
H 1.36 0.32 -2.85 0.383
H -0.98 0.52 -4.20 0.375
H -2.93 -0.09 -2.40 0.384
H -1.63 -0.64 -0.08 0.367

---

Record 8
11
Properties=species:S:1:pos:R:3:mulliken_charge:R:1 method="wB97M-V/def2-TZVPD" homo_ev=-8.3233 lumo_ev=0.954 smiles="FC1=COCC1" charge=0
F -2.55 0.19 -0.08 -0.284
C -1.19 0.25 -0.05 0.359
C -0.42 1.38 0.02 -0.291
O 0.92 1.13 -0.04 -0.393
C 1.15 -0.29 -0.12 -0.302
C -0.23 -0.91 0.10 -0.401
H -0.61 2.45 0.20 0.384
H 1.50 -0.54 -1.10 0.222
H 1.94 -0.48 0.67 0.246
H -0.17 -1.36 1.06 0.210
H -0.34 -1.83 -0.65 0.249

---

Record 9
11
Properties=species:S:1:pos:R:3:mulliken_charge:R:1 method="wB97M-V/def2-TZVPD" homo_ev=-9.8769 lumo_ev=0.164 smiles="O=C1CC(F)C1" charge=0
O -2.36 -0.13 -0.28 -0.560
C -1.14 0.12 0.17 0.451
C 0.01 -1.12 0.23 -0.728
C 0.99 -0.01 0.29 0.394
F 2.06 -0.04 -0.44 -0.320
C -0.10 1.20 0.19 -0.580
H -0.06 -1.59 -0.83 0.214
H 0.11 -1.86 0.83 0.372
H 1.63 -0.14 1.30 0.207
H 0.00 1.46 -0.97 0.218
H 0.13 2.30 0.60 0.332

---

Record 10
12
Properties=species:S:1:pos:R:3:mulliken_charge:R:1 method="wB97M-V/def2-TZVPD" homo_ev=-9.1483 lumo_ev=0.545 smiles=FC1[C@@H]2OCO[C@@H]12 charge=0
F -2.77 0.01 -0.48 -0.257
C -1.65 0.05 0.33 0.150
C -0.32 0.83 0.13 -0.082
O 0.85 1.11 -0.49 -0.352
C 1.57 -0.09 -0.21 -0.317
O 0.73 -1.12 0.11 -0.331
C -0.50 -0.64 -0.38 -0.039
H -1.85 0.02 1.49 0.283
H -0.03 0.83 1.31 0.118
H 2.18 0.23 0.73 0.282
H 2.25 -0.35 -1.06 0.281
H -0.46 -0.88 -1.50 0.264

---

Record 11
12
Properties=species:S:1:pos:R:3:mulliken_charge:R:1 method="wB97M-V/def2-TZVPD" homo_ev=-10.1171 lumo_ev=-0.413 charge=0
C 0.81 -1.47 0.76 -0.512
O 1.06 -0.39 -0.05 -0.289
C -0.08 0.41 -0.01 0.698
C 0.11 1.60 -0.67 -0.255
O 1.20 1.80 -1.34 -0.478
C -1.27 -0.01 0.28 -0.279
F -1.66 -1.33 0.71 -0.224
H 1.83 -1.96 1.33 0.179
H -0.06 -1.05 1.56 0.318
H 0.51 -2.29 0.03 0.219
H -0.67 2.24 -1.01 0.368
H -2.22 0.63 0.61 0.255

---

Record 12
12
Properties=species:S:1:pos:R:3:mulliken_charge:R:1 method="wB97M-V/def2-TZVPD" homo_ev=-9.0467 lumo_ev=0.901 smiles="O[C@@]1(F)CC=CO1" charge=0
O -0.61 -0.13 1.90 -0.552
C 0.31 0.08 0.96 0.861
F 1.50 -0.01 1.61 -0.311
C -0.08 -1.07 -0.38 -0.716
C 0.02 -0.09 -1.48 -0.244
C -0.08 1.17 -1.02 -0.250
O 0.20 1.31 0.36 -0.397
H -0.46 0.29 2.78 0.321
H -1.14 -1.37 -0.28 0.229
H 0.52 -1.97 -0.54 0.340
H 0.02 -0.40 -2.55 0.321
H -0.19 2.19 -1.35 0.398

---

Record 13
13
Properties=species:S:1:pos:R:3:mulliken_charge:R:1 method="wB97M-V/def2-TZVPD" homo_ev=-10.1900 lumo_ev=0.518 smiles="O=CO[C@H](C=O)CF" charge=0
O 0.71 -1.66 -1.25 -0.530
C 1.36 -0.59 -1.22 0.126
O 0.93 0.48 -0.57 -0.310
C -0.32 0.29 -0.09 0.359
C -0.75 1.72 0.42 -0.106
O -1.90 1.95 0.24 -0.405
C -0.29 -0.81 0.83 -0.437
F -1.59 -1.10 1.27 -0.300
H 2.40 -0.62 -1.51 0.413
H -0.91 -0.01 -0.97 0.307
H 0.07 2.48 0.71 0.290
H 0.23 -0.47 1.83 0.221
H 0.06 -1.66 0.32 0.374

---

Record 14
12
Properties=species:S:1:pos:R:3:mulliken_charge:R:1 method="wB97M-V/def2-TZVPD" homo_ev=-9.6234 lumo_ev=-0.398 smiles="O=C(CF)[C@@H]1CS1" charge=0
O 1.49 -1.59 0.69 -0.575
C 0.63 -0.76 0.28 0.459
C 0.49 -0.71 -1.09 -0.408
F -0.61 -0.31 -1.92 -0.286
C 0.05 0.36 1.03 -0.345
C -1.22 0.93 0.55 -0.612
S 0.09 2.00 0.09 -0.125
H 0.84 -1.73 -1.48 0.340
H 1.28 -0.08 -1.47 0.363
H 0.31 0.48 2.04 0.543
H -1.67 0.02 -0.10 0.252
H -1.67 1.38 1.37 0.393

---

Record 15
12
Properties=species:S:1:pos:R:3:lowdin_spin:R:1 method="wB97M-V/def2-TZVPD" spin_multiplicity=9 homo_ev="-12.9645 / -13.4259" lumo_ev="-4.362 / -5.367" charge=+1 s2=20.032
H 4.29 -2.19 0.75 0.008
O 3.39 -1.88 0.68 0.051
Gd 2.78 0.20 0.75 7.870
O -2.48 2.46 0.50 0.000
C -2.16 1.31 0.30 0.000
C -1.20 0.91 -0.80 0.002
C -0.40 -0.28 -0.49 0.033
C 0.14 -1.31 -0.16 0.032
H -2.53 0.49 0.94 0.000
H -0.57 1.77 -1.08 0.001
H -1.82 0.70 -1.69 0.000
H 0.56 -2.19 0.30 0.003

---

Record 16
10
Properties=species:S:1:pos:R:3:mulliken_charge:R:1 method="wB97M-V/def2-TZVPD" homo_ev="-8.8424 / -8.8426" lumo_ev="-2.393 / -2.392" charge=0
C 0.14 -0.10 -0.29 0.262
C -1.13 -0.06 -0.05 -0.068
C -0.48 0.99 0.75 -0.461
C 1.35 -0.80 -0.58 -1.041
I -4.08 0.03 -0.33 -0.107
H -0.12 0.79 1.74 0.212
H -0.59 2.00 0.52 0.267
H 1.53 -1.26 0.32 0.311
H 2.10 -0.04 -0.74 0.313
H 1.27 -1.57 -1.33 0.312

---

Record 17
10
Properties=species:S:1:pos:R:3:mulliken_charge:R:1 method="wB97M-V/def2-TZVPD" homo_ev=-8.9093 lumo_ev=-1.041 charge=0
C -1.45 0.26 2.07 -0.381
C -0.91 -0.85 2.34 -0.214
C 1.30 -0.53 -0.45 -0.071
C 0.88 -0.40 -1.89 -0.895
I 1.12 1.41 0.41 0.015
H -2.13 0.34 2.87 0.274
H -1.52 0.93 1.18 0.288
H 1.82 -0.08 -2.44 0.306
H 0.18 0.39 -1.96 0.378
H 0.71 -1.46 -2.13 0.299

---

Record 18
12
Properties=species:S:1:pos:R:3:mulliken_charge:R:1 method="wB97M-V/def2-TZVPD" homo_ev=-9.8020 lumo_ev=-0.705 smiles="C=N[C@](C)(I)C#N" charge=0
C 0.61 -0.22 1.96 -0.331
N 0.20 0.56 1.09 -0.491
C -0.46 0.02 -0.06 0.458
C 0.11 0.81 -1.51 -0.970
I -2.61 0.66 0.04 0.106
C -0.39 -1.33 -0.28 0.092
N -0.08 -2.41 -0.53 -0.394
H 1.15 0.29 2.67 0.285
H 0.54 -1.27 2.07 0.281
H 0.83 1.47 -1.09 0.352
H 0.59 0.01 -2.20 0.273
H -0.47 1.43 -2.17 0.337

---

Record 19
14
Properties=species:S:1:pos:R:3:mulliken_charge:R:1 method="wB97M-V/def2-TZVPD" homo_ev="-5.9299 / -5.9313" lumo_ev="-0.644 / -0.644" charge=0
O -1.08 0.94 2.40 -0.926
C -1.16 -0.18 1.66 0.361
C 0.54 2.22 -0.34 -1.731
Li 0.31 2.05 1.95 0.844
Tl -0.82 1.55 -2.38 0.425
H 1.22 2.69 0.39 0.333
H -0.45 -1.01 1.84 0.333
C -0.62 3.04 -0.37 0.104
C -2.39 -0.57 1.10 -1.077
O -1.65 2.75 0.42 -0.482
H -1.08 3.89 -0.93 0.498
H -2.41 -1.51 0.53 0.243
H -3.25 -0.72 1.77 0.245
Li -2.51 2.76 1.96 0.829